{"formula": "C31H28Cl2CsF4N5O3S2", "method": "wB97M-V/def2-TZVPD", "species": ["Cs", "C", "C", "N", "C", "C", "C", "C", "N", "C", "C", "F", "C", "F", "C", "C", "F", "C", "F", "H", "H", "H", "H", "H", "H", "H", "H", "H", "H", "H", "H", "H", "H", "H", "O", "C", "C", "C", "C", "C", "C", "C", "O", "N", "N", "C", "S", "C", "C", "S", "H", "H", "H", "H", "H", "H", "H", "H", "H", "Cl", "C", "C", "C", "Cl", "C", "C", "C", "C", "N", "C", "C", "O", "H", "H", "H", "H"], "xyz": [[1.584, 0.536, 0.660], [-2.981, -4.108, -1.164], [-2.091, -3.898, 0.068], [-1.461, -2.590, 0.181], [-2.389, -1.469, 0.167], [-3.434, -1.529, 1.268], [-0.380, -2.395, -0.781], [0.888, -3.224, -0.493], [2.037, -2.345, -0.330], [3.245, -2.678, -0.733], [4.345, -1.792, -0.422], [4.087, -0.688, 0.335], [5.639, -1.994, -0.810], [6.569, -1.075, -0.449], [6.044, -3.102, -1.546], [5.030, -3.997, -1.839], [5.332, -5.117, -2.549], [3.720, -3.822, -1.461], [2.853, -4.817, -1.819], [-3.385, -5.125, -1.158], [-2.424, -3.973, -2.093], [-3.823, -3.412, -1.173], [-1.298, -4.648, 0.068], [-2.685, -4.079, 0.968], [-2.887, -1.358, -0.811], [-1.797, -0.567, 0.318], [-4.181, -2.312, 1.098], [-3.955, -0.571, 1.328], [-2.950, -1.709, 2.231], [-0.103, -1.342, -0.752], [-0.727, -2.576, -1.814], [1.003, -3.977, -1.273], [0.711, -3.769, 0.446], [7.063, -3.246, -1.871], [0.985, 0.183, 5.619], [-0.169, 0.776, 5.940], [-0.510, 0.835, 7.296], [-1.696, 1.424, 7.696], [-2.567, 1.967, 6.752], [-2.231, 1.909, 5.408], [-1.044, 1.323, 4.973], [-0.717, 1.258, 3.503], [0.404, 0.760, 3.133], [-1.651, 1.744, 2.704], [-1.314, 1.592, 1.370], [-1.994, 2.267, 0.553], [-1.753, 2.056, -1.171], [-2.348, 3.708, -1.557], [-3.591, 3.951, -0.711], [-3.229, 3.475, 1.004], [1.029, 0.226, 4.605], [0.177, 0.403, 8.013], [-1.947, 1.456, 8.750], [-3.496, 2.430, 7.064], [-2.888, 2.319, 4.650], [-2.568, 3.743, -2.625], [-1.562, 4.429, -1.329], [-4.427, 3.360, -1.085], [-3.871, 5.007, -0.709], [2.205, 5.656, -1.269], [1.936, 4.367, -2.428], [1.961, 4.679, -3.790], [1.743, 3.724, -4.743], [1.784, 4.183, -6.445], [1.492, 2.382, -4.366], [1.272, 1.324, -5.274], [1.064, 0.058, -4.806], [1.060, -0.168, -3.418], [1.235, 0.793, -2.545], [1.461, 2.059, -2.983], [1.677, 3.066, -1.925], [1.631, 2.748, -0.713], [2.157, 5.701, -4.090], [1.281, 1.531, -6.337], [0.906, -0.770, -5.486], [0.913, -1.168, -3.020]], "multiplicity": 1, "homo_ha": -0.065, "gap_ev": 5.5, "e_above_lowest_kj_mol": 3.4, "lumo_energy_ev": 3.77, "total_charge": -2, "fmax_ev_per_a": 1.496}